The following is a DFT calculation (wB97M-V/def2-TZVPD) of C23H37CoF6N2O6S2Sb2 as an isolated structure.

For the LUMO energy (spin up / spin down), the calculation gives -4.6 / -8.2 eV. The relative energy (zero: lowest compared OMol25 entry of this formula, charge and spin) is 70.2 kJ/mol. Its charge is +2. Its calculated total energy is -4717.819368 hartree. Its orbital gap (spin up / spin down) is 9.0 / 5.6 eV. Its expectation value of S² is 6.03. The spin multiplicity is 5.

```
79
Properties=species:S:1:pos:R:3:mulliken_charge:R:1
Co -0.1205 -0.7285 -0.6960 2.058
C 0.0955 2.7722 4.3190 -1.308
Sb -0.8106 2.5064 2.4180 1.146
C -2.8392 2.5204 3.0640 -1.365
C -0.6392 4.6926 1.6184 -1.778
C -1.9604 4.9549 1.1403 0.834
C -2.8695 5.6107 2.0104 -0.590
C -4.1596 5.8659 1.6323 -0.730
C -4.5917 5.4496 0.3669 -0.627
C -3.7230 4.8055 -0.5015 -0.483
C -2.4026 4.5447 -0.1556 1.188
C -1.5114 3.8998 -1.1570 -2.013
Sb -1.4997 1.7151 -1.3436 0.571
C -3.5545 1.3645 -0.9217 -1.184
C -1.5397 1.7645 -3.4705 -1.422
H -0.6701 2.8876 5.0831 0.407
H 0.7466 3.6453 4.3025 0.452
H 0.6969 1.8922 4.5446 0.361
H -2.9342 3.2036 3.9068 0.503
H -3.0860 1.5119 3.3905 0.543
H -3.5143 2.8271 2.2674 0.246
H 0.1750 4.6082 0.9096 0.439
H -0.3639 5.1874 2.5465 0.660
H -2.5129 5.9235 2.9843 0.469
H -4.8366 6.3844 2.2963 0.448
H -5.6104 5.6415 0.0572 0.450
H -4.0764 4.5187 -1.4844 0.451
H -0.4707 4.2039 -1.0580 0.623
H -1.8552 4.1753 -2.1536 0.738
H -4.1797 1.7040 -1.7459 0.472
H -3.8427 1.8933 -0.0141 0.208
H -3.7019 0.2983 -0.7644 0.408
H -2.5416 2.0041 -3.8234 0.522
H -1.2347 0.7971 -3.8654 0.291
H -0.8464 2.5259 -3.8276 0.454
F 3.8781 0.0863 2.3136 -0.186
C 3.3671 -1.0608 1.9118 0.408
F 3.3589 -1.9393 2.8853 -0.161
F 4.0421 -1.5263 0.8713 -0.124
S 1.6308 -0.7549 1.3332 0.984
O 1.6178 0.4123 0.4679 -0.497
O 1.1841 -1.9456 0.5898 -0.874
N 0.8391 -0.5444 2.6747 -0.477
S -0.6983 -0.9609 2.5676 0.592
O -1.2054 -0.6388 1.2240 -0.564
O -1.4313 -0.4275 3.6652 -0.621
C -0.8028 -2.8420 2.7370 0.613
F -1.6043 -3.1091 3.7427 -0.173
F 0.3937 -3.3490 2.9601 -0.191
F -1.3067 -3.3460 1.6148 -0.203
C -1.2568 -3.7793 -1.8653 -1.003
C -2.0133 -2.5472 -2.2293 0.780
C -3.1307 -2.6373 -3.2034 -1.412
O -1.7099 -1.4539 -1.7419 -0.319
H -1.8017 -4.6858 -2.1156 0.438
H -0.9990 -3.7680 -0.8074 0.124
H -0.3238 -3.7731 -2.4390 0.226
H -3.9380 -3.2203 -2.7508 0.384
H -2.8073 -3.1961 -4.0837 0.423
H -3.4968 -1.6531 -3.4809 0.281
O 0.9153 -0.7478 -2.3660 -0.381
C 1.8046 -0.6718 -3.2289 -0.233
C 2.3799 0.6362 -3.6746 -0.219
C 3.9026 0.5617 -3.3862 -0.979
C 4.2848 -0.2958 -2.1560 0.235
C 4.4520 -1.8117 -2.3883 -0.882
C 3.1486 -2.5621 -2.6712 -0.244
N 2.4056 -1.7879 -3.6945 -0.097
H 1.9037 1.4313 -3.1024 0.063
H 2.1796 0.8126 -4.7339 0.446
H 4.2582 1.5796 -3.2313 0.493
H 4.4305 0.1893 -4.2670 0.300
H 3.5624 -0.1159 -1.3514 -0.349
H 5.2398 0.0758 -1.7841 0.449
H 4.9288 -2.2575 -1.5138 0.418
H 5.1393 -1.9650 -3.2257 0.340
H 2.5211 -2.6304 -1.7830 -0.035
H 3.3266 -3.5677 -3.0452 0.387
H 3.0014 -1.5937 -4.4905 0.400
```


The following is a DFT calculation (wB97M-V/def2-TZVPD) of C27H35BrN4P2Sn as an isolated structure at a distorted geometry.

For the LUMO energy, the calculation gives 0.2 eV. The relative energy (zero: lowest compared OMol25 entry of this formula, charge and spin) is 0.0 kJ/mol. Its calculated total energy is -4739.753669 hartree. Its orbital gap is 7.0 eV. The spin multiplicity is 1.

```
70
Properties=species:S:1:pos:R:3:mulliken_charge:R:1
Sn 0.0269 -0.0138 3.6885 1.672
C -2.0886 1.9100 -4.8329 -0.308
C -2.1591 0.6965 -4.2730 -0.305
C -1.3364 -0.5398 -4.5255 -0.391
C 0.0135 -0.3569 -5.2538 -0.937
C 0.9630 0.5586 -4.5190 -0.256
C 1.0334 1.8947 -4.5513 -0.441
C 0.2110 2.8930 -5.3232 -0.515
C -1.1392 2.4081 -5.8959 -0.875
C 1.4467 0.5481 5.1445 -1.349
H -2.7882 2.6577 -4.4586 0.315
H -2.9265 0.5599 -3.5100 0.492
H -1.9455 -1.2670 -5.0852 0.361
H -1.1432 -1.0125 -3.5522 0.053
H 0.4793 -1.3460 -5.3359 0.409
H -0.1565 -0.0188 -6.2775 0.337
H 1.6625 0.0523 -3.8535 0.360
H 1.8005 2.3536 -3.9262 0.366
H 0.8200 3.2984 -6.1465 0.332
H 0.0182 3.7467 -4.6583 0.311
H -1.6051 3.2601 -6.4051 0.380
H -0.9697 1.6536 -6.6662 0.309
H 1.0606 1.3436 5.8079 0.439
H 2.3867 0.9029 4.6739 0.290
H 1.6828 -0.3465 5.7583 0.367
P 1.6436 -0.4852 2.1111 -0.551
P -1.4392 -0.7018 2.0434 -0.806
N 2.6679 0.8123 1.5851 0.566
N 2.8730 -1.6967 2.4030 0.646
N -2.0704 0.5644 1.0313 0.660
N -2.8342 -1.6700 2.4126 0.565
C 0.8531 -1.0863 0.5245 -1.250
C -0.5057 -1.7450 0.8173 -0.973
C 2.4552 2.1450 1.9553 -0.460
C 3.3129 2.9323 1.2152 -0.642
C 4.0734 2.0649 0.3618 -0.707
C 3.6578 0.7696 0.5975 -0.394
C 3.7038 -1.6883 3.5248 -0.385
C 4.3123 -2.9251 3.6180 -0.594
C 3.8227 -3.7321 2.5399 -0.631
C 2.9323 -2.9626 1.8157 -0.355
C -2.3178 1.8490 1.5283 -0.296
C -2.8207 2.6199 0.4997 -0.867
C -2.8876 1.7927 -0.6688 -0.281
C -2.4251 0.5381 -0.3223 -0.438
C -3.8996 -2.0167 1.5784 -0.276
C -4.6663 -2.9586 2.2373 -0.527
C -4.0518 -3.2099 3.5083 -0.571
C -2.9308 -2.4086 3.5964 -0.434
H 1.5351 -1.7540 -0.0346 0.641
H 0.7126 -0.1684 -0.0798 0.382
H -1.0826 -1.9201 -0.1088 0.608
H -0.3825 -2.7237 1.3211 0.296
H 1.7045 2.3814 2.7130 0.389
H 3.3984 4.0188 1.2851 0.426
H 4.8552 2.3621 -0.3414 0.427
H 3.9846 -0.1867 0.1853 0.463
H 3.7897 -0.7895 4.1374 0.360
H 5.0454 -3.2171 4.3727 0.407
H 4.1057 -4.7612 2.3112 0.406
H 2.3372 -3.2027 0.9334 0.325
H -2.0939 2.0728 2.5726 0.255
H -3.1035 3.6732 0.5730 0.406
H -3.2322 2.0909 -1.6628 0.346
H -2.3116 -0.3663 -0.9193 0.470
H -4.0318 -1.5288 0.6122 0.371
H -5.5870 -3.4078 1.8565 0.406
H -4.4074 -3.8924 4.2837 0.405
H -2.1861 -2.2703 4.3819 0.327
Br -1.8532 0.9512 5.0721 -0.532
```


The following is a DFT calculation (wB97M-V/def2-TZVPD) of a 2-piece molecular cluster, C3H9NO2 overall at a distorted geometry.

For the LUMO energy, the calculation gives 0.6 eV. The relative energy (zero: lowest compared OMol25 entry of this formula, charge and spin) is 266.2 kJ/mol. The SMILES is CNCC=O.O. Its calculated total energy is -324.871216 hartree. Its orbital gap is 10.2 eV. The spin multiplicity is 1.

```
15
Properties=species:S:1:pos:R:3:mulliken_charge:R:1
C -0.0067 0.9594 -2.3032 -0.804
N -0.4973 0.4849 -0.9293 -0.326
C -0.7210 -0.9033 -0.7490 -0.262
C -0.9223 -1.3667 0.6517 0.030
O -1.9405 -1.7450 1.2523 -0.465
H 0.1329 2.0932 -2.2604 0.277
H -0.6709 0.7938 -3.1721 0.291
H 1.0049 0.5189 -2.4201 0.311
H -1.3299 0.9550 -0.7393 0.207
H -1.6975 -1.3426 -1.3262 0.259
H 0.2455 -1.4239 -1.1116 0.296
H 0.0198 -1.0393 1.3030 0.188
H 2.9257 1.0941 1.5589 0.312
H 2.8369 2.6159 1.8706 0.316
O 3.1798 1.7704 2.1484 -0.631
```


The following is a DFT calculation (wB97M-V/def2-TZVPD) of C41H58BN10O3PSW as an isolated structure at a distorted geometry.

For the LUMO energy (spin up / spin down), the calculation gives -5.5 / -5.4 eV. The relative energy (zero: lowest compared OMol25 entry of this formula, charge and spin) is 0.0 kJ/mol. Its charge is +2. Its calculated total energy is -3201.752691 hartree. Its orbital gap (spin up / spin down) is 7.3 / 7.8 eV. Its expectation value of S² is 2.01. The spin multiplicity is 3.

```
116
Properties=species:S:1:pos:R:3:mulliken_charge:R:1
W -1.2122 -0.3857 -0.6041 -0.144
C -2.3820 1.9823 3.3175 -1.747
C -2.8765 1.7305 1.8871 2.068
C -4.0285 2.6769 1.5370 -1.577
C -3.2877 0.2977 1.7391 -0.305
C -4.2739 -0.3589 2.4735 -1.037
C -4.2376 -1.6718 2.0520 -0.656
N -3.2951 -1.7915 1.1160 0.282
N -2.6988 -0.5903 0.9072 1.058
B -2.8747 -3.0285 0.3296 -0.223
N -1.3416 -3.2250 0.4168 0.125
C -0.6820 -4.3155 0.8038 -0.862
C 0.6193 -4.2357 0.3459 -0.783
C 0.6992 -3.0297 -0.3454 -1.004
N -0.5024 -2.4149 -0.2831 0.809
C 1.8527 -2.4964 -1.1504 3.033
C 2.5765 -1.3369 -0.4509 -0.231
C 2.8422 -3.6110 -1.4809 -2.142
N -3.1441 -2.7369 -1.1611 0.110
C -3.8518 -3.4462 -2.0432 -0.773
C -3.6355 -2.9264 -3.3034 -0.877
C -2.7454 -1.8685 -3.1187 -0.786
N -2.4517 -1.7659 -1.8101 0.732
C -2.1106 -1.0220 -4.1790 3.325
C -1.0492 -1.8704 -4.8957 -1.691
C -3.1423 -0.5076 -5.1848 -1.748
H -1.9880 2.9961 3.4032 0.449
H -1.5992 1.2732 3.5890 0.285
H -3.2019 1.8770 4.0292 0.406
H -2.0551 1.9134 1.2049 -0.731
H -4.8535 2.5589 2.2407 0.413
H -4.4111 2.4820 0.5324 0.291
H -3.6857 3.7109 1.5847 0.396
H -4.9261 0.0748 3.2111 0.629
H -4.8212 -2.5212 2.3660 0.560
H -3.4640 -3.9907 0.6979 -0.063
H -1.1670 -5.0951 1.3675 0.605
H 1.3966 -4.9678 0.4763 0.640
H 1.4274 -2.1137 -2.0815 -1.613
H 3.0590 -1.6817 0.4653 0.376
H 1.8822 -0.5345 -0.2091 -0.695
H 3.3541 -0.9382 -1.1064 0.475
H 3.3287 -3.9855 -0.5783 0.413
H 3.6210 -3.2339 -2.1440 0.459
H 2.3467 -4.4460 -1.9762 0.432
H -4.4638 -4.2764 -1.7315 0.556
H -4.0621 -3.2687 -4.2300 0.604
H -1.6255 -0.1812 -3.6861 -1.635
H -1.5162 -2.7546 -5.3299 0.503
H -0.2743 -2.1985 -4.2003 0.288
H -0.5879 -1.3021 -5.7052 0.431
H -3.6140 -1.3432 -5.7031 0.390
H -2.6550 0.1130 -5.9377 0.453
H -3.9210 0.0812 -4.6990 0.321
O -0.4321 1.4020 -0.1188 2.252
C -0.4468 2.6301 -0.6359 1.640
C 0.5221 3.5648 -0.2494 -0.544
C 0.5284 4.8481 -0.7509 -0.939
C -0.4435 5.2576 -1.6626 -1.288
C -1.4293 4.3711 -2.0230 -0.777
C -1.4647 3.0651 -1.5094 -0.648
C -2.5882 2.2050 -1.7826 0.588
N -2.6992 0.9039 -1.4872 0.859
C -4.0118 0.5435 -1.7572 -0.130
C -4.6744 1.6129 -2.2457 -1.450
N -3.7679 2.6442 -2.2626 0.153
H 1.2823 3.2778 0.4653 0.450
H 1.3000 5.5355 -0.4300 0.562
H -0.4294 6.2599 -2.0669 0.446
H -2.1815 4.6863 -2.7372 0.506
H -4.4054 -0.4370 -1.5605 0.347
H -5.6906 1.7242 -2.5798 0.537
H -3.9739 3.5944 -2.5219 0.212
C 4.7513 -2.4410 3.7836 -1.080
C 3.4009 -2.5411 4.4943 -0.944
C 2.2321 -2.1654 3.5913 -0.364
N 2.3291 -0.7502 3.2397 0.687
C 1.4193 -0.0646 2.5788 0.204
S 0.0304 -0.8414 1.9987 -0.064
N 1.5786 1.2705 2.3034 0.424
C 2.6083 2.2103 2.5731 0.814
O 2.7600 3.1032 1.7752 -0.590
C 3.4101 2.1009 3.8158 -0.536
C 4.7853 2.3102 3.7283 -0.457
C 5.5731 2.2005 4.8624 -0.718
C 4.9858 1.9330 6.0912 -0.471
C 3.6062 1.7989 6.1938 -0.699
C 2.8155 1.8766 5.0601 0.195
H 5.5589 -2.7122 4.4615 0.387
H 4.9534 -1.4295 3.4224 0.294
H 4.7848 -3.1199 2.9295 0.264
H 3.3929 -1.8971 5.3779 0.372
H 3.2487 -3.5646 4.8362 0.423
H 1.2767 -2.3501 4.0839 0.509
H 2.2498 -2.7647 2.6763 0.097
H 3.1134 -0.2562 3.6376 -0.149
H 0.9215 1.5963 1.6053 -1.109
H 5.2193 2.5462 2.7652 0.474
H 6.6435 2.3356 4.7869 0.435
H 5.6010 1.8487 6.9772 0.441
H 3.1452 1.6381 7.1593 0.454
H 1.7388 1.7798 5.1384 0.464
C 2.1192 -0.5290 -4.3055 -1.177
P 1.2376 0.6399 -3.2501 1.136
C 0.4181 1.7564 -4.4080 -0.889
C 2.5167 1.5854 -2.3731 -0.728
O 0.2731 -0.0846 -2.3293 -2.095
H 2.8573 0.0213 -4.8908 0.532
H 1.4213 -1.0131 -4.9871 0.287
H 2.6243 -1.2921 -3.7135 0.181
H 1.1540 2.1193 -5.1272 0.561
H -0.0113 2.6019 -3.8794 0.249
H -0.3658 1.2172 -4.9419 0.106
H 3.5004 1.1793 -2.6087 0.529
H 2.3525 1.5287 -1.3001 -0.299
H 2.4851 2.6296 -2.6805 0.479
```


Question: The highest relative energy (zero: lowest compared OMol25 entry of this formula, charge and spin) belongs to which entry?
Answer: C3H9NO2


Question: Which formula does entry 2 have?
Answer: C27H35BrN4P2Sn


Question: What is the calculated total energy in the first record?
Answer: -4717.819368 hartree